Record 1
Below is a cluster of 3 separate species, C14H25N2O11PS in total, with properties calculated with wB97M-V/def2-TZVPD.

Structure (XYZ):
```
54
Properties=species:S:1:pos:R:3:forces:R:3
C 1.873 -0.981 -0.699 0.16 -0.09 -0.10
S 2.298 0.606 -1.405 0.00 -0.13 -0.12
O 2.597 0.386 -2.793 -0.03 0.07 -0.03
O 3.243 1.236 -0.533 0.01 0.02 0.07
C 0.787 1.694 -1.442 -0.06 -0.01 -0.06
C 1.182 3.037 -1.042 0.05 -0.12 0.01
N 1.459 4.115 -0.769 0.04 0.10 0.05
C -0.437 1.140 -0.670 0.03 -0.03 -0.11
C -1.285 2.215 -0.145 0.20 -0.24 -0.17
N -1.960 3.042 0.265 -0.25 0.25 0.08
C -1.241 0.206 -1.596 0.16 0.07 0.04
P -2.282 -0.915 -0.635 -0.08 -0.27 0.05
O -1.473 -1.628 0.355 0.00 0.08 -0.08
O -3.019 -1.828 -1.723 -0.03 0.19 0.11
O -3.456 -0.090 0.037 0.10 -0.04 -0.08
H 0.818 -1.140 -0.501 -0.05 0.05 0.13
H 2.201 -1.704 -1.445 0.02 0.04 0.03
H 2.464 -1.083 0.208 -0.14 0.03 0.04
H 0.556 1.728 -2.509 -0.02 0.01 0.02
H -0.097 0.568 0.192 0.05 0.01 0.14
H -1.772 0.793 -2.350 -0.07 -0.06 0.07
H -0.537 -0.455 -2.117 -0.05 0.10 -0.05
H -2.758 -1.675 -2.636 0.01 -0.11 -0.10
H -4.169 0.161 -0.561 -0.09 0.03 0.04
C -4.787 -3.538 0.879 -0.18 0.05 -0.01
C -4.435 -4.969 0.545 0.20 0.03 -0.01
O -5.586 -5.834 0.593 -0.03 -0.05 -0.04
C -6.391 -5.768 -0.463 -0.14 0.19 0.12
O -6.233 -5.082 -1.442 0.05 -0.08 -0.03
O -7.432 -6.573 -0.244 0.06 -0.05 -0.03
C -8.410 -6.576 -1.288 -0.04 -0.04 -0.02
H -5.277 -3.476 1.851 0.05 -0.02 0.02
H -3.879 -2.938 0.909 0.05 0.00 0.06
H -5.457 -3.117 0.130 0.04 -0.02 -0.03
H -3.754 -5.385 1.284 -0.04 -0.03 0.01
H -3.971 -5.047 -0.438 -0.05 0.02 -0.02
H -7.951 -6.811 -2.246 0.01 0.02 0.00
H -8.902 -5.607 -1.350 0.03 0.01 -0.02
H -9.127 -7.343 -1.014 0.01 0.00 0.01
C 5.066 4.058 -0.071 0.11 0.13 -0.01
C 5.583 3.156 1.024 -0.17 -0.17 -0.04
O 6.862 3.592 1.531 0.05 0.01 0.06
C 6.822 4.609 2.384 0.02 0.18 -0.21
O 5.836 5.167 2.791 0.01 -0.07 0.08
O 8.079 4.938 2.699 -0.02 -0.06 0.05
C 8.191 6.053 3.586 0.04 0.01 0.03
H 5.802 4.140 -0.872 -0.02 -0.03 -0.01
H 4.149 3.639 -0.478 0.01 0.01 0.00
H 4.852 5.057 0.308 -0.02 -0.03 0.03
H 5.773 2.156 0.642 0.03 0.01 0.01
H 4.878 3.084 1.851 0.02 0.06 0.01
H 7.609 5.888 4.490 -0.02 0.01 -0.01
H 7.849 6.964 3.097 -0.03 -0.01 0.01
H 9.247 6.132 3.825 0.00 -0.01 -0.02
```
Forces are in eV/Å.

Summary:
**Total charge**: 0
**E_tot**: -2225.227280 Eh
**SMILES string**: CS(=O)(=O)[C@H](C#N)[C@@H](C#N)CP(=O)(O)O.CCOC(=O)OC.CCOC(=O)OC
**HOMO**: -10.50 eV
**F_max**: 0.4 eV/A
**2S+1**: 1
**LUMO energy**: -0.4 eV

***

Record 2
Below is a structure of composition C14H25NO16V in a non-equilibrium geometry, with properties calculated with wB97M-V/def2-TZVPD.

Structure (XYZ):
```
57
Properties=species:S:1:pos:R:3:forces:R:3
O 1.545 -1.993 1.066 0.91 -0.49 -1.29
V 2.155 -2.595 -0.298 -0.98 0.30 -0.75
C 1.654 1.684 1.593 -0.30 -0.61 -0.37
C 0.194 1.492 1.176 0.24 -0.18 -0.33
C -0.544 2.803 1.230 -1.54 0.11 -0.61
N -2.115 2.720 0.980 0.60 0.06 -0.41
C -2.665 4.151 1.065 0.47 -0.91 -0.53
C -4.116 4.286 0.595 0.82 -1.04 -1.08
C -4.330 3.645 -0.817 0.02 1.37 -0.45
C -3.762 2.263 -0.952 0.35 -0.82 0.33
C -2.290 2.156 -0.461 -0.83 -0.21 0.54
C -2.803 1.877 2.008 -0.05 0.25 0.02
H 1.799 1.684 2.654 -0.30 0.61 0.88
H 2.117 2.550 1.124 0.14 -0.06 -0.03
H 2.181 0.778 1.327 0.21 0.00 -0.63
H -0.191 0.645 1.737 -0.41 0.13 0.29
H 0.128 1.195 0.124 0.41 -0.31 0.10
H -0.228 3.345 0.330 0.08 0.30 0.48
H -0.442 3.428 2.114 0.12 -0.16 0.21
H -1.958 4.681 0.420 -0.35 0.34 0.07
H -2.572 4.521 2.093 0.20 -0.28 -0.14
H -4.304 5.356 0.657 -0.52 -0.05 -0.18
H -4.762 3.718 1.261 -0.17 0.39 0.33
H -3.939 4.217 -1.659 0.65 0.64 0.37
H -5.375 3.655 -1.106 -0.48 -0.23 0.48
H -3.815 1.932 -2.004 0.29 0.19 0.40
H -4.459 1.583 -0.443 0.58 -0.24 0.22
H -1.556 2.600 -1.147 -0.40 0.62 0.38
H -1.891 1.138 -0.481 -0.41 -0.06 0.41
H -2.565 2.306 2.987 -0.17 0.00 -0.15
H -2.475 0.841 2.019 0.19 0.07 -0.44
H -3.884 1.912 1.819 0.43 -0.07 0.16
O 3.379 -4.935 -3.460 -2.13 0.57 -0.95
C 2.219 -3.869 -3.290 2.49 -1.45 1.40
O 1.179 -4.070 -3.875 0.36 0.13 -0.39
O 2.704 -3.078 -2.470 -0.96 0.82 0.23
H 2.893 -5.557 -4.018 0.29 -0.27 -0.03
O 1.064 -5.754 0.866 -0.26 0.71 -1.00
C 0.474 -5.179 -0.285 1.29 0.81 1.18
O 0.823 -3.984 -0.700 0.59 -1.17 1.18
O -0.374 -5.856 -0.782 -1.27 -0.75 -0.84
H 1.882 -5.332 1.191 -0.23 0.28 -0.16
O -0.889 0.380 -1.972 0.55 -0.19 -0.22
C -0.380 -1.052 -1.688 -3.27 -1.67 -0.96
O -1.372 -1.784 -1.640 -0.56 0.48 0.50
O 0.785 -1.332 -1.686 2.17 1.62 0.87
H -1.823 0.169 -2.209 1.19 -0.28 0.17
O 3.811 0.795 -0.239 0.80 2.11 0.35
C 4.408 -0.386 -0.568 -1.52 -1.56 0.50
O 3.505 -1.220 -0.832 0.55 -0.58 -0.13
O 5.619 -0.470 -0.484 0.78 0.06 -0.30
H 4.592 1.321 0.008 -0.43 0.15 -0.06
O 3.257 -4.831 2.091 3.12 -0.24 -0.81
C 4.332 -4.468 1.025 -0.55 -0.20 1.96
O 5.486 -4.857 1.352 -2.80 0.98 -1.37
O 3.765 -3.839 0.117 1.00 -0.03 0.03
H 3.927 -5.388 2.536 -1.03 -0.01 0.56
```
Forces are in eV/Å.

Summary:
**Total charge**: -2
**<S²>**: 0.768
**E_tot**: -2751.232730 Eh
**HOMO (alpha / beta)**: -2.28 / -2.29 eV
**F_max**: 3.8 eV/A
**2S+1**: 2
**LUMO energy (alpha / beta)**: 2.6 / 2.6 eV

***

Record 3
Below is a structure of composition C14H26Br2F2N4O7P2S in a non-equilibrium geometry, with properties calculated with wB97M-V/def2-TZVPD.

Structure (XYZ):
```
58
Properties=species:S:1:pos:R:3:forces:R:3
C 2.677 0.849 2.955 0.58 0.14 -0.93
C 3.323 0.419 1.589 0.02 0.24 0.34
C 2.530 -0.622 0.794 2.12 -0.51 0.68
F 2.521 -1.796 1.588 -0.54 0.41 -0.35
N 1.125 -0.324 0.535 -0.52 -1.40 -0.91
C 0.367 -1.431 0.065 -0.85 0.30 0.47
N 0.836 -2.461 -0.551 -0.03 -0.36 0.41
C -0.002 -3.552 -1.049 0.21 -1.50 -0.28
C -0.488 -3.298 -2.483 -0.28 -2.25 1.12
O -0.389 -2.312 -3.053 0.36 3.35 -1.47
F -1.072 -4.354 -3.080 0.22 -0.29 1.00
N -1.036 -1.345 0.224 1.99 0.74 -0.59
C -1.397 0.082 0.047 -4.14 0.00 -0.82
C -2.761 0.075 -0.764 0.17 0.34 -0.94
Br -2.798 1.007 -2.481 0.44 -0.30 0.96
C -3.877 -0.541 -0.373 0.07 -0.29 0.10
C -4.007 -1.297 0.950 -1.44 0.12 -0.47
Br -5.447 -0.504 -1.506 0.59 -0.25 0.88
P -1.740 1.038 1.637 1.88 1.84 0.71
C -3.267 2.068 1.552 -1.25 -0.35 0.20
C -1.630 -0.012 3.162 -0.31 -0.79 -0.49
O -0.511 0.729 -0.855 0.41 -1.74 1.60
C 0.833 0.775 -0.387 0.30 2.69 -1.08
C 1.043 2.230 0.180 0.20 -1.37 0.70
S -0.003 3.488 -0.627 0.99 3.39 1.61
O 0.894 4.570 -0.973 0.40 -1.02 -1.06
O -0.957 3.972 0.347 -0.88 -1.61 -0.50
P 1.902 0.734 -1.948 2.79 0.44 -1.94
N 3.333 1.284 -1.677 -1.18 0.14 0.33
O 1.097 1.611 -3.075 -0.22 -0.88 1.03
O 2.028 -0.790 -2.484 -1.70 1.47 0.55
H 2.616 1.953 2.954 -0.33 -0.59 0.26
H 3.359 0.552 3.769 -0.59 0.07 -0.24
H 1.690 0.372 3.061 0.34 0.40 0.25
H 4.294 -0.058 1.826 -0.52 0.01 -0.46
H 3.583 1.266 0.929 -0.29 -0.42 0.26
H 3.145 -0.905 -0.091 -0.65 0.31 0.09
H 1.838 -2.539 -0.725 -0.17 0.15 -0.10
H -0.855 -3.786 -0.396 0.35 0.31 -0.21
H 0.637 -4.455 -1.063 -0.33 0.38 -0.03
H -1.345 -1.735 1.113 0.11 0.10 -0.08
H -3.929 -0.594 1.796 0.27 -0.44 -0.32
H -5.044 -1.684 0.992 0.60 0.09 0.06
H -3.355 -2.181 1.042 -0.08 0.51 -0.03
H -3.529 2.381 0.525 0.47 -0.27 0.35
H -4.176 1.581 1.967 0.50 0.10 -0.28
H -3.134 3.003 2.127 0.40 -0.56 -0.27
H -1.854 0.638 4.028 0.05 -0.30 -0.49
H -0.581 -0.351 3.256 -0.44 0.29 -0.03
H -2.272 -0.916 3.180 0.16 0.49 0.23
H 0.771 2.216 1.254 -0.34 0.23 -0.66
H 2.087 2.573 0.126 -0.49 -0.09 -0.53
H -0.575 3.033 -1.786 0.12 -0.45 0.58
H 3.513 2.103 -2.256 0.46 -0.14 0.40
H 1.741 2.155 -3.563 -0.18 -0.20 0.09
H 1.549 -0.834 -3.341 0.42 -0.63 0.06
O 3.673 -2.180 -4.814 0.00 -0.14 -0.23
H 3.030 -1.898 -4.171 -0.24 0.11 0.47
```
Forces are in eV/Å.

Summary:
**Total charge**: 0
**E_tot**: -7723.151254 Eh
**HOMO**: -4.87 eV
**F_max**: 4.2 eV/A
**2S+1**: 1
**LUMO energy**: -2.0 eV